[1]
54
Properties=species:S:1:pos:R:3:mulliken_charge:R:1 method="wB97M-V/def2-TZVPD" orbital_gap_ha=0.317 e_above_lowest_ev=1.5772
C 1.26241 5.01322 -5.17423 -0.879
O 1.60449 3.75593 -4.64452 -0.405
C 0.85561 3.25422 -3.62375 0.691
C -0.23406 3.89290 -3.04141 -0.448
C -0.92506 3.27792 -2.01242 -0.960
C -0.53890 2.03060 -1.54734 0.648
S -1.44594 1.33642 -0.18680 -0.380
C -1.58213 -0.42706 -0.67417 -1.403
C -1.44598 -1.41750 0.48118 -0.562
C -2.52720 -1.19753 1.54337 -1.376
C -2.46041 -2.17701 2.72045 1.158
C -2.66972 -3.61988 2.26677 -1.573
C -3.51328 -1.79332 3.75910 -1.693
N -0.10038 -1.46802 1.03125 0.945
C 0.39199 -0.43138 1.90727 -1.051
C 1.58631 0.35381 1.33032 -1.148
N 2.34821 -0.39201 0.34699 0.388
C 3.34078 0.45836 -0.28005 -1.248
C 2.99017 -1.58162 0.87973 -0.889
C 2.00306 -2.61467 1.43472 -1.073
C 0.65672 -2.55314 0.73948 0.902
O 0.27110 -3.44308 0.00281 -0.703
C 0.56265 1.39752 -2.11012 -0.291
C 1.24391 2.00165 -3.14397 -0.935
H 0.25159 5.01126 -5.59484 0.357
H 1.34100 5.80281 -4.41967 0.347
H 1.98183 5.20329 -5.96916 0.245
H -0.56032 4.86328 -3.38035 0.397
H -1.77297 3.77096 -1.56213 0.402
H -2.56570 -0.54356 -1.13162 0.597
H -0.81548 -0.62177 -1.41868 0.687
H -1.58847 -2.40906 0.03206 0.716
H -3.49626 -1.30457 1.05101 0.607
H -2.47152 -0.17291 1.91918 0.421
H -1.47313 -2.10178 3.18772 0.023
H -2.68632 -4.28403 3.12812 0.448
H -3.61737 -3.71879 1.74133 0.305
H -1.87065 -3.94610 1.60673 0.322
H -3.36183 -0.77311 4.10514 0.392
H -3.46157 -2.45773 4.61843 0.425
H -4.51060 -1.86547 3.33065 0.353
H -0.41743 0.27392 2.08838 0.502
H 0.66878 -0.86722 2.87437 0.512
H 2.22111 0.69267 2.16992 0.353
H 1.20659 1.24326 0.82124 0.372
H 4.13131 0.76804 0.42230 0.386
H 2.86296 1.35260 -0.67555 0.437
H 3.80368 -0.08323 -1.10404 0.315
H 3.72884 -1.32255 1.66225 0.354
H 3.53425 -2.03428 0.04649 0.491
H 1.85961 -2.47953 2.50790 0.229
H 2.40450 -3.61574 1.27376 0.423
H 0.90194 0.44183 -1.73997 0.399
H 2.09731 1.52117 -3.59566 0.465

***

[2]
8
Properties=species:S:1:pos:R:3:mulliken_charge:R:1 method="wB97M-V/def2-TZVPD" charge=+1 orbital_gap_ha="0.297 / 0.259" spin_multiplicity=2 e_above_lowest_ev=1.5853
H 0.14872 -1.19077 -1.59909 0.308
O -1.14039 0.01257 -0.01205 -0.488
C -0.39336 -0.90251 0.20993 0.534
C 0.35322 -1.66334 -0.53251 -0.509
Hg -1.95787 1.72517 0.77638 0.810
H 0.41646 -2.73555 -0.35508 0.338
C 1.71851 2.72084 0.87704 0.052
O 0.85471 2.03360 0.63537 -0.047

***

[3]
226
Properties=species:S:1:pos:R:3:mulliken_charge:R:1 method="wB97M-V/def2-TZVPD" charge=+1 orbital_gap_ha="0.245 / 0.100" spin_multiplicity=2
C 6.64968 -8.03641 -0.91494 -1.627
C 7.46456 -6.74838 -0.38014 1.590
C 6.29242 -5.82615 0.08898 -1.433
C 6.73893 -4.55194 0.80842 -0.444
C 7.57861 -4.95629 2.09550 -1.412
C 8.67608 -6.00417 1.83993 1.830
N 8.33260 -7.01699 0.78255 0.314
O 9.45698 -7.90313 0.42666 -0.515
C 9.97693 -5.22114 1.43406 -1.672
C 8.91965 -6.72981 3.17028 -2.003
C 8.29417 -6.13887 -1.52344 -1.394
H 6.03665 -8.57472 -0.19209 0.506
H 7.33763 -8.76293 -1.34736 0.017
H 5.92948 -7.75048 -1.68153 0.362
H 5.74763 -5.56880 -0.81936 0.505
H 5.60823 -6.35069 0.75594 0.377
H 5.88300 -3.95703 1.12711 0.416
H 7.41303 -3.98188 0.16910 0.119
H 6.93279 -5.29703 2.90477 0.440
H 8.05552 -4.08545 2.54526 0.444
H 10.84273 -5.81551 1.14214 0.337
H 9.77192 -4.59938 0.56257 0.213
H 10.38173 -4.54028 2.18282 0.462
H 9.86881 -7.25812 3.08049 0.473
H 8.91503 -6.02112 3.99844 0.385
H 8.06784 -7.39843 3.29466 0.467
H 8.65132 -5.13786 -1.28152 0.017
H 7.73578 -5.93539 -2.43716 0.589
H 9.07040 -6.81980 -1.87258 0.294
H 9.48565 -8.58939 1.09735 0.342
C 2.69452 -8.22250 -10.49844 -1.533
C 3.50523 -9.06061 -9.50292 0.677
C 4.45662 -10.05671 -10.21720 -1.017
C 5.69403 -9.33376 -10.77855 -1.115
C 6.43103 -8.40613 -9.83277 1.116
C 5.56022 -7.44777 -8.97295 1.818
N 4.31884 -8.17417 -8.61864 1.192
O 3.64657 -7.56036 -7.62268 -0.446
C 6.45940 -6.97732 -7.76121 -1.747
C 5.16055 -6.13811 -9.81621 -1.668
C 2.58217 -9.94753 -8.52321 -1.661
H 3.25399 -7.65277 -11.24039 0.327
H 2.06489 -7.47058 -10.02274 0.383
H 2.09752 -8.83703 -11.17226 0.433
H 4.75295 -10.78076 -9.45822 0.468
H 3.86908 -10.50568 -11.01802 0.500
H 5.33182 -8.62552 -11.52373 0.503
H 6.32663 -10.07719 -11.26357 0.454
H 7.10230 -7.79412 -10.43522 0.396
H 7.11869 -9.03952 -9.27238 -1.557
H 6.07526 -5.99800 -7.47581 0.642
H 6.43514 -7.59604 -6.86416 0.343
H 7.50140 -6.77946 -8.01261 -0.008
H 4.90486 -6.43078 -10.83457 0.382
H 4.28930 -5.62098 -9.41421 0.418
H 5.90987 -5.35581 -9.93718 0.404
H 1.93482 -9.33226 -7.89832 0.448
H 3.15648 -10.57163 -7.83854 0.324
H 1.92810 -10.64654 -9.04444 0.405
H 4.11968 -7.75772 -6.81100 0.396
C 15.73239 -2.54946 -2.11269 -1.007
C 14.79795 -1.52550 -1.21071 1.562
C 15.71264 -1.06195 -0.04790 -1.393
C 16.89064 -0.17204 -0.50336 -0.657
C 16.21555 1.12829 -1.12502 -1.252
C 15.26897 0.75360 -2.32045 1.351
N 14.38602 -0.35781 -2.04368 0.490
O 13.42970 -0.56845 -3.01904 0.123
C 14.43453 1.99622 -2.61635 -1.981
C 16.18347 0.47099 -3.51775 -1.593
C 13.54634 -2.22928 -0.48627 -1.521
H 15.87641 -3.49678 -1.59313 0.499
H 16.77820 -2.24420 -2.14727 0.301
H 15.54867 -2.75262 -3.16771 -0.343
H 15.22613 -0.38637 0.65567 0.417
H 16.04216 -1.92002 0.53796 0.502
H 17.55368 -0.71500 -1.17691 0.317
H 17.60377 0.07153 0.28418 0.438
H 17.07082 1.63853 -1.56806 0.438
H 15.60641 1.67037 -0.40170 0.384
H 13.96949 1.85553 -3.59208 0.356
H 13.68917 2.25943 -1.86585 0.450
H 14.97086 2.94478 -2.64256 0.424
H 16.92523 -0.31210 -3.36070 0.232
H 15.65172 0.16294 -4.41800 0.299
H 16.85459 1.31039 -3.69969 0.474
H 12.75847 -2.59365 -1.14551 -0.116
H 13.12092 -1.39411 0.07014 0.399
H 13.72401 -3.11663 0.12130 0.384
H 12.62424 -0.34651 -2.54620 0.100
C 8.49398 1.34168 -5.38184 -1.432
C 9.38821 1.32212 -4.16203 0.471
C 9.51279 -0.02096 -3.42267 -0.234
O 10.26729 0.10288 -2.17769 -0.355
C 9.90209 -0.76125 -1.11748 -0.792
N 10.68390 1.75129 -4.48220 -0.629
H 8.77659 0.52972 -6.05187 0.211
H 8.50593 2.26865 -5.95515 0.378
H 7.49871 1.12539 -4.99356 0.384
H 8.84918 2.03773 -3.54118 0.201
H 10.05608 -0.72390 -4.05419 -0.099
H 8.52201 -0.46559 -3.32898 0.554
H 9.85222 -1.80722 -1.42008 0.162
H 8.92163 -0.57552 -0.67897 0.417
H 10.61668 -0.54711 -0.32274 0.318
H 11.29786 1.56718 -3.70166 0.180
H 10.73089 2.75857 -4.53954 0.289
C 10.08937 -3.45641 -8.29960 -0.752
C 11.09499 -3.37371 -9.43643 0.091
C 12.45728 -4.00035 -9.20214 1.099
O 13.32993 -3.70849 -10.23400 -0.408
C 13.84150 -2.38565 -10.38015 -0.495
N 10.49040 -3.98723 -10.56795 -0.864
H 9.15915 -2.89975 -8.41328 0.437
H 10.59893 -3.04704 -7.42732 0.195
H 9.81814 -4.49995 -8.13975 -0.436
H 11.20654 -2.31173 -9.65520 0.630
H 12.41469 -5.07162 -9.00551 -0.296
H 12.81850 -3.59164 -8.25843 -0.343
H 14.49958 -2.32655 -11.24706 0.267
H 14.46441 -2.17332 -9.51124 0.059
H 13.05097 -1.64253 -10.48473 0.318
H 11.33238 -3.96408 -11.12530 0.418
H 10.45154 -4.97873 -10.37947 0.287
C 10.45823 -7.26145 -6.95847 0.875
C 10.50799 -6.66996 -5.63282 1.003
C 10.94045 -5.19361 -5.54931 0.034
O 11.15572 -4.81664 -4.21400 -0.465
C 11.76479 -3.57628 -4.07487 1.709
N 9.22735 -6.79963 -4.95219 -0.335
H 11.42883 -7.48493 -7.40129 -0.484
H 10.02464 -6.48379 -7.58724 -0.543
H 9.78774 -8.12083 -6.95847 -0.593
H 11.17532 -7.42131 -5.21062 0.175
H 10.15669 -4.61426 -6.03735 0.332
H 11.80087 -5.13120 -6.21554 0.065
H 11.37537 -2.72017 -4.62580 -0.034
H 12.80981 -3.71871 -4.35010 -0.613
H 11.80308 -3.23058 -3.04185 -0.731
H 9.56829 -6.55227 -4.03422 -0.122
H 9.18261 -7.80832 -4.97741 -0.326
C 18.55272 -8.02599 -3.55459 -1.637
C 17.99340 -6.94113 -4.41334 1.125
C 16.85922 -6.16911 -3.75412 0.363
O 15.62392 -6.99456 -3.70756 -0.489
C 14.49698 -6.20370 -3.27959 -0.255
N 19.06377 -5.96130 -4.71494 -0.745
H 17.75750 -8.73549 -3.32583 0.298
H 18.84427 -7.54417 -2.62135 0.374
H 19.41686 -8.57052 -3.93517 0.459
H 17.62531 -7.41427 -5.32369 -0.191
H 16.49381 -5.28565 -4.27765 -0.561
H 17.06742 -5.76747 -2.76244 0.361
H 14.35709 -5.44413 -4.04873 -0.051
H 14.69922 -5.76999 -2.30025 0.337
H 13.66372 -6.90163 -3.19801 0.244
H 18.71511 -5.40522 -5.48261 0.203
H 19.82712 -6.46235 -5.14662 0.304
C 6.32545 -10.50563 -6.00288 -1.460
C 7.80192 -10.25617 -6.25072 3.008
C 8.73104 -10.69772 -5.12407 -1.546
O 8.60791 -9.97402 -3.93527 -0.160
C 9.54546 -10.26219 -2.88669 -0.622
N 8.07532 -10.77996 -7.59623 -0.675
H 5.89258 -10.16402 -5.06266 0.378
H 6.09873 -11.57143 -5.97525 0.443
H 5.72640 -10.11700 -6.82642 0.058
H 7.87085 -9.16944 -6.20209 -1.129
H 9.76617 -10.48347 -5.38999 0.391
H 8.62205 -11.76612 -4.93771 0.521
H 9.23913 -9.62604 -2.05628 -0.065
H 10.60517 -10.07669 -3.06189 0.348
H 9.25057 -11.18583 -2.38866 0.371
H 9.01521 -10.51730 -7.85648 0.294
H 7.49448 -10.25847 -8.23715 -0.379
C 14.75880 -6.78964 -7.44428 -0.215
C 15.52112 -7.26168 -8.62169 0.505
C 15.07309 -8.64263 -9.11127 -0.310
O 16.20918 -9.07108 -9.90032 -0.355
C 15.98489 -10.15584 -10.74493 -0.768
N 15.33569 -6.22004 -9.59208 -0.266
H 15.17602 -5.85820 -7.06161 -0.481
H 14.95746 -7.49688 -6.63903 0.816
H 13.68854 -6.58610 -7.40944 -0.490
H 16.56357 -7.33260 -8.31125 0.341
H 14.19429 -8.63831 -9.75610 -0.267
H 14.90166 -9.28802 -8.24976 0.502
H 15.12213 -10.00922 -11.39474 0.254
H 15.73854 -11.03546 -10.15022 0.312
H 16.82062 -10.25097 -11.43818 0.282
H 15.74894 -6.33523 -10.50644 0.275
H 14.37477 -5.91012 -9.56571 -0.228
C 9.41433 -8.74440 -11.57201 -1.701
C 10.16529 -7.97048 -10.48798 1.768
C 11.34723 -8.79611 -9.89652 -0.029
O 10.72064 -9.82207 -9.13767 -0.190
C 11.61609 -10.80496 -8.63357 -0.838
N 10.55822 -6.64190 -10.99597 -0.439
H 8.74095 -9.43368 -11.06254 0.169
H 10.10752 -9.21944 -12.26621 0.488
H 8.75672 -8.11294 -12.16943 0.494
H 9.47492 -7.70147 -9.68853 -1.294
H 11.94228 -8.13692 -9.26447 -0.672
H 12.00682 -9.10924 -10.70583 0.708
H 12.39603 -10.28208 -8.08005 0.279
H 12.08433 -11.40534 -9.41357 0.304
H 11.06648 -11.51290 -8.01321 0.298
H 11.13908 -6.73129 -11.81738 0.193
H 9.79535 -6.13308 -11.41931 0.440
C 18.42672 -2.60001 -6.08740 -1.296
C 17.51997 -3.55961 -6.87650 2.823
C 16.40900 -2.86016 -7.66822 -0.819
O 15.55887 -2.02139 -6.86649 -0.516
C 14.54761 -2.72279 -6.13171 0.398
N 18.34143 -4.44394 -7.68872 -0.578
H 19.20061 -3.21204 -5.62413 0.435
H 17.91177 -2.09597 -5.26955 0.036
H 18.83123 -1.74481 -6.62878 0.422
H 16.97802 -4.05460 -6.07066 -2.043
H 15.83172 -3.67940 -8.09683 0.145
H 16.87009 -2.24539 -8.44124 0.341
H 13.68117 -2.09898 -5.91206 0.375
H 14.90536 -2.99346 -5.13831 -0.577
H 14.22977 -3.65495 -6.59878 -0.119
H 18.92867 -3.82343 -8.22743 0.357
H 17.66282 -4.82790 -8.33072 0.289

***

[4]
19
Properties=species:S:1:pos:R:3:mulliken_charge:R:1 method="wB97M-V/def2-TZVPD" charge=+1 orbital_gap_ha="0.426 / 0.225" spin_multiplicity=2 e_above_lowest_ev=1.2118
O 2.57413 -1.39043 -1.28673 -0.526
C 1.47305 -1.27216 -0.83932 0.447
O 0.74670 -2.28407 -0.37569 -0.381
C 0.81204 0.09031 -0.54919 0.120
C 0.11205 0.20880 0.81022 -0.721
C -1.22643 0.95326 0.76223 -0.675
C -2.49874 0.21758 0.33630 -0.957
N 1.91519 1.03269 -0.71610 -0.143
H 1.26316 -3.11136 -0.46833 0.385
H 0.04266 0.32110 -1.29327 0.384
H -0.05598 -0.76167 1.26585 0.358
H 0.76542 0.75779 1.50161 0.430
H -1.36258 1.18802 1.83141 0.347
H -1.15030 1.90487 0.23647 0.363
H -3.16713 -0.35920 0.95390 0.373
H -2.14302 -0.50189 -0.43890 0.223
H -3.06639 0.88469 -0.30673 0.302
H 2.49929 0.96366 -1.56113 0.339
H 2.46688 1.15799 0.13742 0.333

***

no.,largest force on an atom (eV Å⁻¹),energy (a.u.)
1,0.5,-1400.16825
2,4.6,-418.97193
3,3.4,-3764.18056
4,3.5,-402.01057